A structure of composition C14H25N5O6SYb. Source: OMol25; level of theory: ωB97M-V/def2-TZVPD.

**⟨S²⟩**: 1.015
**Multiplicity**: 2
**Energy**: -2830.122646 a.u.
**Net charge**: +1

Geometry as XYZ:
```
52
C14H25N5O6SYb ωB97M-V/def2-TZVPD
O 2.282 2.052 0.166
H 3.198 2.340 0.309
Yb 0.392 0.772 -0.271
N 0.010 2.143 1.730
N 0.798 -0.257 2.025
N -1.020 0.456 -2.169
N -0.529 -1.712 -0.965
O -0.432 3.262 1.517
O -1.412 1.690 -2.733
O -0.381 -2.925 -0.307
O 0.621 -1.424 2.493
C 1.459 0.651 2.833
C 1.073 1.992 2.626
C -1.633 -0.595 -2.699
C -1.329 -1.850 -2.023
C 1.746 3.204 3.115
H 2.374 3.634 2.319
H 2.403 2.990 3.961
H 0.994 3.949 3.404
C 2.507 0.246 3.794
H 3.356 -0.220 3.279
H 2.096 -0.478 4.501
H 2.912 1.086 4.360
C -2.623 -0.555 -3.810
C -1.936 -3.133 -2.492
H -2.583 0.396 -4.351
H -3.636 -0.697 -3.415
H -2.404 -1.377 -4.496
H -1.780 -3.935 -1.756
H -1.459 -3.414 -3.446
H -3.016 -2.998 -2.675
H -0.675 2.282 -2.478
H 0.104 -2.705 0.516
C 2.265 -0.363 -1.264
H 2.900 0.535 -1.129
H 2.134 -0.561 -2.334
H 2.689 -1.191 -0.690
O 0.836 2.763 -1.654
H 1.592 2.627 -0.806
H 1.377 2.915 -2.466
S -2.380 0.202 1.070
C -2.802 -1.418 1.147
N -2.087 -2.281 1.942
C -2.456 -3.588 2.078
C -3.473 -4.126 1.319
C -4.173 -3.285 0.453
C -3.887 -1.924 0.412
H -1.257 -1.918 2.446
H -1.880 -4.180 2.785
H -3.718 -5.196 1.391
H -4.952 -3.676 -0.189
H -4.461 -1.213 -0.164
```

These are the Mulliken partial charges, in e, on atoms 1 to 2: O -0.64; H 0.16